1.
This record from the Open Molecules 2025 dataset describes a 2-piece molecular cluster, C26H33Cl2N2O6P overall. The level of theory is ωB97M-V with the def2-TZVPD basis set.

ORCA input file:
```
! RIJCOSX wB97M-V def2-TZVPD def2/J DEFGRID3
* xyz 0 1
Cl 4.9963 2.7978 -3.3419
Cl 3.0313 5.5403 -3.3812
P 0.0248 -4.6347 1.6740
O 1.0338 -3.8658 0.6092
O -1.8592 0.9299 1.9928
O -3.0959 0.9616 -3.1726
O 1.2123 -5.2921 2.6413
O 0.2318 -3.2291 2.6611
O -0.1605 -5.8926 0.7905
N 5.3954 2.3633 0.2174
N -5.7504 2.7518 -3.1468
C 0.6085 2.7250 0.3275
C -1.0785 -4.0396 4.5462
C 4.0667 2.6229 0.5782
C 2.2536 3.8642 -3.6038
C 0.4487 -3.2416 -0.5198
C 1.3250 3.3547 -2.3588
C -6.5948 3.3785 -0.5444
C -2.8472 1.7548 -2.1103
C -2.0862 1.7367 0.9500
C 3.2158 3.7574 -0.2676
C -6.1799 3.4123 1.0593
C -0.8972 2.2457 -0.1009
C -1.3124 2.2618 -1.6855
C 2.5925 1.2354 -4.0418
C -0.2556 -1.9555 -0.1320
C -0.2052 2.8096 -2.7563
C -3.6152 2.2853 0.5463
C 3.3290 2.6969 -4.1280
C -5.4835 2.8055 -1.6547
C -0.8723 -2.9510 3.5095
C 2.2339 -7.3559 1.9319
C -4.0397 2.2973 -1.0703
C 1.2508 -6.6892 2.8800
C -4.7115 2.8505 1.6283
C 3.5127 1.7786 1.8756
C 1.7389 3.2770 -0.7757
H 1.2575 -3.0160 -1.2218
H 1.4849 1.3830 -4.4631
H -4.4324 2.8760 2.7801
H 2.0371 -7.0985 0.8889
H -6.9817 3.8620 1.8191
H 3.2550 -7.0197 2.1463
H -0.1562 -4.2263 5.1044
H 0.8961 2.7031 1.4610
H 2.7734 2.4158 2.5292
H -1.7711 -2.8236 2.8980
H 1.5205 3.9994 -4.5382
H -1.3644 -4.9844 4.0717
H 3.9348 4.1618 -1.0940
H 5.6799 2.9616 -0.5879
H -0.2408 -3.9298 -1.0174
H -0.5827 -1.4091 -1.0209
H -1.8701 -3.7605 5.2472
H -6.1762 1.8094 -3.3476
H -0.5393 2.8527 -3.9017
H 0.2510 -7.1319 2.8041
H 3.1147 0.7192 1.5763
H 4.4645 1.5883 2.5701
H 3.0893 0.4508 -4.7886
H -1.1370 -2.1665 0.4815
H 0.4035 -1.3119 0.4592
H 2.4724 0.8025 -2.9567
H 1.5853 -6.8400 3.9100
H 2.1968 -8.4439 2.0354
H -4.8611 2.8604 -3.7095
H -0.6702 -1.9993 4.0103
H -7.6207 3.7635 -0.9773
H 3.4807 2.9407 -5.2862
H 3.0502 4.6635 0.4914
*
```

The HOMO-LUMO gap is 7.171 eV. The value obtained for the electronic energy is -2832.41625 Eh. The calculation puts the LUMO energy at -1.8 eV. Its structure (SMILES) is [H]/N=C(/C)Cc1cc2c(cc1[C@@H](Cl)[C@H](C)Cl)C(=O)c1c(N)cccc1C2=O.CCOP(=O)(OCC)OCC.

=====

2.
This record from the Open Molecules 2025 dataset describes an isolated molecule of C3H2O6S3. The level of theory is ωB97M-V with the def2-TZVPD basis set.

ORCA input file:
```
! RIJCOSX wB97M-V def2-TZVPD def2/J DEFGRID3
* xyz 0 1
S -0.8007 0.1218 2.4860
S 0.0729 1.6047 0.5334
S 0.2544 -0.0723 -1.8950
O -0.1230 1.5237 2.5526
O -0.1334 -0.0166 -3.2914
O -2.1621 0.2472 1.9325
O -0.4766 0.9948 -1.0061
O 1.3781 2.0567 0.3672
O 1.6398 0.0148 -1.5818
C -0.1920 -1.3482 0.1637
C -0.4653 -1.6796 -1.0108
C 0.2824 -0.4037 1.1104
H -0.6730 -2.4922 -1.6182
H 1.3985 -0.5510 1.2575
*
```

The HOMO-LUMO gap (alpha / beta) is 6.470 / 6.465 eV. The value obtained for the electronic energy is -1761.27825 Eh. The calculation puts the LUMO energy (alpha / beta) at -3.3 / -3.3 eV. Its energy above the lowest of the compared OMol25 structures with the same formula, charge and spin is 0.0 kJ/mol.

=====

3.
This record from the Open Molecules 2025 dataset describes a 2-piece molecular cluster, C4H8FNO2S overall. The level of theory is ωB97M-V with the def2-TZVPD basis set.

ORCA input file:
```
! RIJCOSX wB97M-V def2-TZVPD def2/J DEFGRID3
* xyz 0 1
S 0.8350 0.4645 0.3922
F -0.6929 -2.6067 -1.9747
O 0.8816 1.3857 -0.7191
O -0.4208 0.4595 1.1699
N 1.0754 -1.0455 -0.0582
C -2.1626 -0.8557 -0.7503
C -1.6131 -0.1842 -2.0646
C 2.2834 0.8957 1.5176
C -1.0828 -1.4397 -1.5284
H 2.0332 1.9455 1.9174
H -0.9463 0.6881 -1.8971
H -3.0873 -1.3976 -0.6033
H 0.8128 -1.5964 0.7666
H -1.7384 -0.4856 0.3495
H 2.0017 0.2243 2.3947
H -2.0700 -0.2287 -2.9989
H 3.2725 0.6135 1.2177
*
```

The HOMO-LUMO gap (alpha / beta) is 7.601 / 7.598 eV. The value obtained for the electronic energy is -860.28602 Eh. The calculation puts the LUMO energy (alpha / beta) at -1.5 / -1.5 eV. Its energy above the lowest of the compared OMol25 structures with the same formula, charge and spin is 291.1 kJ/mol.

=====

- Among the records above, which one has the highest electronic energy?
  C4H8FNO2S